--- a ---
Below is 2 unconnected molecules or ions with the total composition C2H5ClN2, with properties calculated with ωB97M-V with the def2-TZVPD basis set.

Cartesian coordinates (Å):
C (0.55, -0.95, 0.89)
C (-0.28, 1.49, -0.57)
N (0.56, -1.91, 0.15)
N (-0.96, 0.31, -0.05)
Cl (1.19, -3.48, 0.60)
H (0.68, -0.56, 1.85)
H (0.69, 1.42, -1.15)
H (-0.89, 1.95, -1.46)
H (-0.19, 2.16, 0.27)
H (-1.35, -0.43, -0.54)

Its gap between HOMO and LUMO (spin up / spin down) is 7.9 / 8.2 eV. The value obtained for the LUMO energy (spin up / spin down) is -0.0217 / -0.0249 Ha.

***

--- b ---
Below is 2 unconnected molecules or ions with the total composition C2H5ClN2, with properties calculated with ωB97M-V with the def2-TZVPD basis set.

Cartesian coordinates (Å):
C (-0.48, -0.88, 0.59)
C (2.04, 2.03, -0.26)
N (-0.44, -0.88, -0.70)
N (1.89, 0.84, -0.44)
Cl (3.02, -0.69, 0.20)
H (-0.53, -1.81, 1.23)
H (-0.56, 0.16, 0.97)
H (2.92, 2.51, 0.12)
H (-0.76, -1.81, -1.03)
H (1.17, 0.26, -0.70)

Its gap between HOMO and LUMO is 9.0 eV. The value obtained for the LUMO energy is -0.0006 Ha.

***

Stability ranking, top and bottom: b is the most stable and a is the least stable.